(1)
This record from the OMol25 dataset describes a 2-piece molecular cluster, C2H7FNS overall at a distorted geometry. The level of theory is wB97M-V/def2-TZVPD.

ΔE to the lowest compared entry with this formula, charge and spin (kcal per mole): 29.08
E_HOMO (eV): -15.197

ORCA input file:
```
! wB97M-V def2-TZVPD RIJCOSX def2/J DEFGRID3
* xyz 1 1
H -0.463 -1.272 -0.549
H -0.217 1.599 0.084
F 0.536 -1.853 0.296
H 3.619 0.031 0.499
H -0.506 -0.166 -1.853
C 1.146 0.060 0.582
H 1.407 -0.081 1.610
S 2.559 0.178 -0.445
H -1.779 -0.090 -1.083
N -0.813 -0.280 -0.887
H -0.808 0.401 1.108
C -0.219 0.552 0.198
*
```

=====

(2)
This record from the OMol25 dataset describes C4H7NOS2 as an isolated structure at a distorted geometry. The level of theory is wB97M-V/def2-TZVPD.

ΔE to the lowest compared entry with this formula, charge and spin (kcal per mole): 114.75
E_HOMO (eV): -8.939

ORCA input file:
```
! wB97M-V def2-TZVPD RIJCOSX def2/J DEFGRID3
* xyz 0 1
C -1.280 0.726 0.977
O -1.985 2.034 0.778
H -0.379 0.934 1.641
C 1.226 -0.894 0.976
C 1.031 -0.825 -1.525
C -0.541 0.458 -0.231
N 0.625 -0.256 -0.168
H 0.243 -1.730 -1.825
S 0.242 -1.237 2.319
H 2.399 -1.005 1.056
H -1.990 2.082 -0.439
H 1.855 -1.583 -1.327
H -1.791 0.006 1.763
S -1.091 1.263 -1.688
H 1.436 0.027 -2.307
*
```

=====

(3)
This record from the OMol25 dataset describes a 21-piece molecular cluster, C45H75Cl54N3O3 overall at a distorted geometry. The level of theory is wB97M-V/def2-TZVPD.

E_HOMO (eV): -8.823

ORCA input file:
```
! wB97M-V def2-TZVPD RIJCOSX def2/J DEFGRID3
* xyz 0 1
H 5.500 -0.108 -4.212
H -2.046 -4.593 2.497
H 0.153 9.216 2.091
N -2.261 -3.500 4.673
Cl 4.898 6.125 -2.459
Cl 1.833 -4.221 3.903
C -3.447 -3.691 3.869
Cl 2.150 4.704 -7.111
C 0.591 1.187 0.781
C -1.604 -8.597 -0.752
H 1.477 -5.102 -1.273
H -3.233 -1.359 6.989
C -2.808 -3.856 7.172
Cl 4.261 4.951 0.091
Cl 3.253 1.502 6.517
Cl 3.628 -1.520 6.053
H 2.173 1.120 -0.829
H 4.651 -0.001 2.731
H 3.141 -7.259 -5.223
H -3.075 1.340 -5.141
Cl -2.092 -7.288 0.376
H -0.782 3.939 2.464
H -2.667 -0.885 5.427
H -2.646 -0.555 -1.283
C 0.451 -4.382 -3.018
Cl -4.332 -1.192 0.289
H -0.047 -3.497 -2.519
C 0.898 -4.153 -4.437
C -2.876 -3.849 2.445
H -2.556 3.761 -2.016
C 2.202 -4.824 -6.367
Cl -0.471 4.956 6.046
C 0.984 9.136 2.766
C 0.528 -6.457 -5.404
Cl 1.335 7.357 2.875
H -4.171 2.612 1.629
H -2.435 2.027 -2.193
H 2.375 -3.912 -2.119
Cl 0.974 5.460 -4.527
Cl -6.696 7.674 -1.871
Cl 5.796 3.852 -5.638
H -3.683 -4.213 1.744
H 0.592 3.927 1.298
H -5.278 -2.737 3.423
H -2.943 -3.268 8.073
Cl -5.976 5.978 -4.254
C 4.460 2.744 -5.531
C -3.228 -1.687 5.981
H -2.166 -4.707 7.304
H 6.149 -3.111 -0.465
H 5.073 0.093 7.154
Cl 1.768 -0.316 -3.631
Cl 3.348 -0.441 8.765
H 1.308 1.109 1.631
H 0.838 4.389 -0.568
C 5.568 -1.045 -3.657
N -1.402 2.379 0.100
H -2.165 1.899 2.630
Cl -1.047 -1.085 -3.771
C 0.376 1.973 -1.538
Cl 4.359 1.305 -6.524
H -2.055 -5.326 5.068
Cl -2.403 -2.904 -0.983
Cl 3.241 6.917 -5.603
Cl 0.454 9.816 4.382
H -0.065 4.839 -1.945
Cl -4.508 1.803 3.790
H 3.514 3.254 -5.690
H 4.974 3.824 -1.807
C -1.469 3.605 6.467
Cl -6.492 2.675 1.799
C 4.013 -0.075 7.103
C -0.925 -2.424 6.331
Cl -0.985 2.254 5.385
C 1.613 -5.329 -5.117
H 2.305 -8.111 -2.951
N 2.802 -5.582 -4.287
H -3.773 -4.221 6.947
C 5.881 -3.061 0.598
H -0.711 0.795 3.002
C -4.380 -2.472 3.903
Cl 3.535 2.031 3.045
C 1.728 -4.766 -2.281
Cl -4.848 2.417 -3.828
H 0.693 3.009 2.761
C 1.831 -7.248 -2.537
H 0.501 -0.916 -5.530
C 2.578 -5.908 -2.900
Cl -2.055 -10.131 -0.039
H 4.392 -6.850 -2.346
Cl -1.949 7.009 1.558
Cl 6.138 -4.638 1.396
Cl 4.180 -2.762 0.721
H 0.783 -7.245 -2.864
C -2.340 -2.914 6.011
Cl 1.237 -1.403 3.587
C -0.529 2.084 1.232
H -4.868 -4.870 5.133
Cl 1.005 -3.161 1.325
H 2.760 -5.557 -6.937
H 1.739 -7.296 -1.411
H -2.507 -2.888 2.028
C 3.933 -5.873 -2.226
H -0.084 -6.529 -4.548
H -0.038 -6.123 -6.224
C -3.337 -1.392 -1.166
H -0.669 5.046 -0.313
H -5.043 -2.752 5.972
Cl 7.211 -1.334 -3.167
Cl 0.435 9.386 -3.515
Cl 6.975 4.646 -0.847
C 0.380 9.241 -1.746
Cl 1.514 8.047 -1.153
C -4.568 -2.007 5.328
C -3.851 2.170 -5.257
Cl -4.879 1.786 -6.688
Cl 0.575 10.865 -1.104
C -0.758 2.948 -1.121
H -2.215 4.059 0.336
C -4.840 2.915 2.438
H -7.600 5.675 -2.542
O -1.524 -4.650 4.626
Cl -4.756 4.604 2.964
C -1.809 2.931 -2.162
H -3.900 -1.623 3.399
H 4.579 -5.180 -2.735
Cl 4.347 2.172 -3.818
O -2.449 3.183 0.581
H 0.919 -7.434 -5.537
H -0.621 -1.536 5.769
C -6.567 5.980 -2.574
Cl 5.002 -2.327 -4.777
H -1.355 3.208 -3.103
Cl -2.522 6.963 -1.416
H -0.563 -8.674 -0.959
Cl -4.292 -1.309 -2.644
H -0.760 -2.108 7.379
H 0.860 2.295 -2.406
H 1.055 6.671 -6.467
Cl -0.114 1.352 -5.301
C 0.840 -3.046 3.050
Cl -1.412 3.099 8.186
H 3.799 -5.512 -1.140
Cl 2.398 9.872 2.261
H -0.080 0.988 -1.756
H -0.144 -3.151 6.161
Cl 4.654 1.124 0.593
H 0.324 0.159 0.448
Cl 6.826 -1.819 1.430
C -0.168 4.328 -1.014
H -0.611 8.839 -1.577
H 1.871 2.657 -0.059
C 0.309 -0.340 -4.617
Cl -2.887 9.344 0.075
H -4.003 7.228 0.483
H -0.209 -3.217 3.272
C -1.393 1.283 2.209
H 2.933 -4.062 -6.029
H 1.701 -3.386 -4.509
C 1.749 5.997 -5.967
C 0.005 3.320 1.967
O 3.684 -6.520 -4.908
H -1.967 0.466 1.761
Cl 6.458 1.498 2.981
C 5.273 4.746 -1.340
H -5.240 -1.144 5.424
H -2.487 3.814 6.156
Cl -5.625 5.068 -1.406
Cl 4.521 -0.894 -2.202
C -4.321 -4.903 4.160
C -2.956 7.562 0.188
C 1.368 1.728 -0.423
H -3.673 -5.794 4.098
C 4.806 0.988 2.362
H -5.011 -5.003 3.351
H 0.095 -3.806 -5.042
Cl -2.433 -8.443 -2.348
Cl -2.929 3.687 -5.479
H 1.493 -4.376 -7.007
H -0.223 -5.246 -3.044
*
```

=====

(4)
This record from the OMol25 dataset describes a 2-piece molecular cluster, C15H28N5O3 overall at a distorted geometry. The level of theory is wB97M-V/def2-TZVPD.

ΔE to the lowest compared entry with this formula, charge and spin (kcal per mole): 191.47
E_HOMO (eV): -12.734

ORCA input file:
```
! wB97M-V def2-TZVPD RIJCOSX def2/J DEFGRID3
* xyz 1 1
C -0.203 -4.704 -0.904
N -3.370 1.622 -0.812
H -2.444 3.270 1.914
C -0.703 1.733 -0.684
N 0.009 0.528 -0.172
N -1.023 2.821 0.325
C -0.808 -0.696 0.063
H -1.611 3.521 -0.228
C 2.193 4.491 -0.672
H 3.518 0.732 -0.374
H -0.763 -5.353 -1.587
H -2.215 -1.227 1.916
H -0.486 -3.667 -1.110
H 1.825 -4.215 -0.395
C -2.070 1.486 -1.551
C 1.755 -6.330 -0.847
H -0.518 -4.928 0.120
O -1.295 -1.563 -0.829
C -2.025 2.312 1.384
H 0.055 2.241 -1.458
H -1.547 1.584 2.162
C -1.079 -1.112 1.662
C 1.300 -4.889 -1.084
H -0.516 -0.330 2.364
N 0.018 3.530 0.834
H 0.625 1.743 2.100
H 2.358 0.181 1.120
H -3.319 0.402 0.983
H 1.576 -4.588 -2.101
H -4.271 2.020 1.120
N 1.144 -7.093 1.756
O 1.320 0.044 -2.286
H -0.499 -2.141 1.843
H -2.056 0.492 -2.213
C 1.277 0.193 -0.937
C 1.421 -6.747 0.576
H 2.056 2.858 1.586
H 2.978 -1.145 -0.082
C 2.652 -0.005 -0.022
H 2.520 3.403 -0.968
C 0.892 2.875 1.832
H 2.932 4.870 0.185
O -0.056 5.664 -0.390
H -3.971 2.404 -1.151
C -3.275 1.532 0.679
H 2.229 5.240 -1.572
H 2.836 -6.413 -1.001
H -2.083 2.357 -2.371
H 0.814 3.456 2.872
C 0.643 4.551 -0.050
H 1.259 -7.010 -1.548
*
```

=====

(5)
This record from the OMol25 dataset describes C28H22AlClN4OSe2 as an isolated structure. The level of theory is wB97M-V/def2-TZVPD.

ΔE to the lowest compared entry with this formula, charge and spin (kcal per mole): 4.54
E_HOMO (eV): -13.449

ORCA input file:
```
! wB97M-V def2-TZVPD RIJCOSX def2/J DEFGRID3
* xyz 2 1
C -0.367 2.312 0.896
Se -2.119 -1.804 2.141
H -0.088 -0.088 -6.432
C -1.910 3.485 2.275
H -1.160 -0.893 -4.362
H 1.334 0.873 3.748
H 1.352 1.724 -2.070
C 3.355 1.569 3.685
H -4.925 1.320 -2.727
Al 0.610 -0.377 1.084
C -3.976 -1.766 -1.709
H 2.776 -4.794 2.031
H -2.679 2.318 3.921
H 0.298 2.245 0.042
H 2.718 -2.347 1.635
C -4.811 -0.729 -2.097
H 5.447 0.918 1.118
C -1.282 1.230 2.727
C -0.556 -4.217 2.184
C 1.029 1.320 -3.018
C 4.552 0.933 1.723
H -5.878 -0.891 -2.171
H 0.616 -6.010 2.333
H -2.481 4.372 2.517
N 0.658 -2.206 1.775
C 3.406 0.317 1.261
N 2.267 0.308 1.981
H 2.408 2.515 -4.133
O 1.231 -0.258 -0.590
H -0.975 4.324 0.524
C -4.274 0.512 -2.419
C 1.625 1.769 -4.187
N -0.647 -0.113 -1.890
C 2.249 0.921 3.175
C -2.905 0.717 -2.356
C -2.021 2.348 3.063
C -1.074 3.462 1.168
C -2.604 -1.568 -1.644
C -0.505 -2.850 1.999
H -2.476 1.675 -2.626
C 4.534 1.573 2.950
H -4.390 -2.740 -1.478
H 1.690 1.627 -6.324
C -0.378 -0.147 -4.313
H 5.417 2.065 3.336
C -0.087 -0.409 -0.744
Se -1.400 -0.365 3.807
C 0.224 0.308 -5.475
H 3.372 -0.169 0.296
C 0.631 -4.938 2.178
H -1.932 -2.376 -1.380
C 0.026 0.361 -3.085
Cl 3.249 2.349 5.204
H -1.508 -4.699 2.354
N -0.454 1.214 1.668
C -2.078 -0.326 -1.964
C 1.807 -2.906 1.803
C 1.833 -4.267 2.009
C 1.225 1.266 -5.416
*
```

=====

(6)
This record from the OMol25 dataset describes a 2-piece molecular cluster, C4H7N3S2 overall at a distorted geometry. The level of theory is wB97M-V/def2-TZVPD.

ΔE to the lowest compared entry with this formula, charge and spin (kcal per mole): 73.86
E_HOMO (spin up / spin down) (eV): -6.695 / -7.927

ORCA input file:
```
! wB97M-V def2-TZVPD RIJCOSX def2/J DEFGRID3
* xyz 0 3
H 2.707 1.609 1.012
H -0.010 -2.716 0.748
H 3.173 1.559 -0.707
C 2.439 1.832 0.050
C -0.257 -2.151 -0.179
S -3.764 0.380 0.456
S -0.402 1.642 -0.696
H -3.578 0.352 1.845
C 0.091 -0.784 -0.200
C -0.935 0.069 -0.671
H -1.360 -2.095 -0.324
H 2.172 2.863 -0.103
H 0.138 -2.746 -0.940
N -2.927 -0.655 -0.247
N 1.253 -0.224 0.077
N 1.261 1.064 -0.122
*
```

=====

(7)
This record from the OMol25 dataset describes C6H12AgBr2N as an isolated structure at a distorted geometry. The level of theory is wB97M-V/def2-TZVPD.

E_HOMO (spin up / spin down) (eV): -12.455 / -12.634

ORCA input file:
```
! wB97M-V def2-TZVPD RIJCOSX def2/J DEFGRID3
* xyz 1 2
C 2.207 -1.883 0.394
C -0.786 0.990 0.815
C 1.451 0.312 -0.373
N 1.342 -1.104 -0.493
Br -1.987 -1.685 0.682
H 3.215 -1.465 0.450
H 2.292 -2.880 -0.018
H 1.978 0.661 -1.380
H 2.084 0.605 0.464
H -2.334 1.475 -1.125
H -1.072 2.021 1.002
H 1.765 -1.989 1.373
H -0.425 0.596 -1.247
C 0.111 0.996 -0.397
H -3.825 1.231 -0.237
C -2.118 0.255 0.652
H 1.468 -1.395 -1.451
Br 0.109 0.447 2.462
C -2.913 0.753 -0.565
H -2.693 0.500 1.530
H -3.153 -0.085 -1.203
Ag 3.285 1.645 -1.336
*
```

=====

(8)
This record from the OMol25 dataset describes C5H7LaO3 as an isolated structure at a distorted geometry. The level of theory is wB97M-V/def2-TZVPD.

ΔE to the lowest compared entry with this formula, charge and spin (kcal per mole): 0.00
E_HOMO (spin up / spin down) (eV): -11.167 / -12.172

ORCA input file:
```
! wB97M-V def2-TZVPD RIJCOSX def2/J DEFGRID3
* xyz 1 2
C 0.603 0.006 1.836
O 1.076 -2.167 -2.290
H 1.536 -2.210 -1.380
H -1.661 0.942 0.095
C -1.761 0.716 1.163
C -0.500 0.918 2.104
C 1.480 -0.772 1.503
H -0.135 1.951 2.002
La 0.363 1.480 -4.177
H -2.521 1.436 1.494
O -0.388 -0.647 -2.959
H -0.808 0.811 3.155
O 1.643 0.001 -2.399
H 2.394 -1.233 1.170
C 0.783 -0.907 -2.554
H -2.104 -0.325 1.237
*
```

=====

(9)
This record from the OMol25 dataset describes a 8-piece molecular cluster, C34H58Br16F3N3O7S overall at a distorted geometry. The level of theory is wB97M-V/def2-TZVPD.

E_HOMO (eV): -8.955

ORCA input file:
```
! wB97M-V def2-TZVPD RIJCOSX def2/J DEFGRID3
* xyz 0 1
C 2.090 1.518 1.184
H -5.543 -7.806 1.495
H 2.509 -0.562 1.281
H -2.809 4.712 -5.672
F -0.148 -4.212 0.570
C 1.199 -6.051 -5.302
H 3.161 2.914 2.401
Br 1.349 -4.318 -4.437
H 4.758 2.257 -0.279
C -6.010 -6.804 6.475
H 1.432 -5.888 -6.351
H -3.984 -8.210 -0.542
H -6.930 -7.215 6.884
H -4.281 3.247 5.631
H 4.697 -1.218 0.063
C -4.172 8.710 1.505
H 1.078 1.208 1.313
H -2.288 4.797 6.222
H -5.439 -6.032 8.391
H -2.521 7.718 -5.142
Br -5.093 7.003 1.407
C 4.241 2.445 -1.194
Br -4.827 6.791 -5.191
C 3.291 1.322 -1.525
C -3.471 9.066 0.221
C 2.935 0.310 0.829
H 1.043 -4.962 -1.535
C 1.205 4.575 -2.139
H -6.072 -4.795 7.291
C 1.214 4.747 2.577
Br -0.390 -3.420 5.231
C -2.621 4.534 5.225
Br -6.480 -6.142 4.705
C 0.832 -0.247 -1.637
H 8.019 -2.616 -4.162
C 0.603 3.403 2.675
Br -1.597 -6.685 4.010
C 2.386 -2.221 -1.010
C -2.943 6.872 -5.674
H 5.619 -3.159 -4.982
Br -1.810 8.099 -0.101
C 4.614 -0.504 -0.727
H 4.384 4.519 -0.990
O -0.504 3.118 2.239
H -2.927 -4.611 4.349
Br -2.176 6.028 4.066
O -0.814 1.040 -0.671
H 5.099 -1.678 -4.154
C -5.484 -5.703 7.356
H 7.366 -1.538 -5.409
C 3.607 3.801 -1.120
H 5.364 0.228 -0.535
Br -3.664 -5.238 6.870
C 2.242 -0.769 -1.474
H -3.503 8.646 2.356
Br 7.565 -0.347 -3.258
Br -0.448 -7.221 -3.306
H 2.830 -2.292 -0.043
O 0.275 3.582 -2.181
S 2.786 4.245 -2.669
H -1.399 -2.994 3.017
H 2.936 3.936 -0.300
H 0.193 -0.987 -2.090
C -1.070 -3.922 3.476
H -4.474 4.216 4.157
H 2.138 2.281 0.442
H -4.949 9.441 1.707
Br -2.051 -6.855 0.238
H -0.234 -4.324 2.918
C 2.501 2.077 2.516
H 2.059 4.745 1.927
H 1.953 -6.690 -4.859
C 5.861 -2.451 -4.193
O 4.058 1.093 -3.848
C -2.237 5.580 -5.359
C 7.244 -1.895 -4.390
O 1.373 2.462 3.303
N 0.718 5.574 -1.667
C 3.471 0.659 -2.868
H 3.059 -2.687 -1.686
H 2.237 -0.708 -3.594
C 0.265 -3.006 0.198
N -0.604 5.401 -1.435
Br -1.851 5.399 -3.386
H 1.554 5.040 3.549
H -4.091 8.880 -0.648
H -4.158 -7.033 2.289
C -3.921 -7.386 0.159
H -0.955 -5.840 -5.310
H -2.034 3.699 4.854
Br 5.720 -3.459 -2.535
H -1.255 5.554 -5.825
H 3.889 0.443 1.288
Br -5.153 5.489 6.181
H -1.572 0.462 -0.790
C -2.215 -4.889 3.587
Br -3.849 -9.488 2.105
N 2.852 -0.590 -2.806
H 4.996 2.479 -1.962
C 1.173 -3.103 -1.038
F 0.860 -2.475 1.249
H 0.836 0.578 -2.309
O 0.278 0.146 -0.408
H -3.183 10.114 0.246
C -4.088 4.212 5.169
H -2.725 -4.981 2.630
C -0.817 4.146 -1.796
H -0.365 -7.445 -5.773
F -0.840 -2.324 -0.057
H 2.981 1.325 3.091
H 4.773 -1.049 -1.630
C -4.458 -7.738 1.521
H 2.342 1.819 -1.656
H -2.931 7.079 -6.742
H -5.290 -7.599 6.329
H -1.687 3.570 -1.747
H -4.447 -6.525 -0.246
O 1.686 -4.409 -1.103
H 0.566 -2.971 -1.909
C 3.204 0.108 -0.650
C -0.194 -6.588 -5.127
H 0.477 5.406 2.187
*
```